{"formula": "C26H45ClEuNPSe", "method": "ωB97M-V/def2-TZVPD", "largest_force_ev_per_a": 3.684, "e_lumo_ha": [0.0863, 0.0901], "charge": -1, "e_above_lowest_kcal_mol": 0.0, "multiplicity": 7, "elements": ["Eu", "P", "Cl", "C", "H", "H", "C", "C", "C", "H", "C", "H", "H", "C", "H", "H", "C", "H", "H", "C", "H", "H", "H", "H", "C", "C", "H", "C", "H", "H", "C", "H", "H", "C", "H", "H", "C", "H", "H", "H", "H", "C", "H", "C", "H", "H", "C", "H", "H", "C", "H", "H", "C", "H", "H", "H", "H", "C", "C", "H", "C", "H", "C", "H", "H", "C", "H", "H", "C", "H", "H", "H", "H", "Se", "C", "N"], "coordinates": [[0.874, 0.537, 2.996], [-0.033, 0.542, -0.045], [1.361, 3.029, 2.317], [-1.699, 0.349, 1.623], [-2.681, -0.161, 1.526], [-1.924, 1.395, 2.046], [1.870, 0.798, -0.414], [-0.755, 2.229, -0.400], [2.397, 0.892, -1.854], [2.050, 1.763, 0.088], [3.896, 1.252, -1.892], [2.257, -0.075, -2.357], [1.840, 1.627, -2.448], [4.750, 0.291, -1.065], [4.230, 1.272, -2.938], [4.023, 2.274, -1.510], [4.192, 0.086, 0.343], [4.815, -0.672, -1.583], [5.778, 0.663, -1.026], [2.688, -0.245, 0.352], [4.762, -0.708, 0.842], [4.371, 1.003, 0.920], [2.544, -1.233, -0.104], [2.380, -0.368, 1.407], [-0.604, -0.502, -1.568], [-2.255, 2.084, -0.639], [-0.597, 2.702, 0.585], [-2.947, 3.446, -0.534], [-2.446, 1.631, -1.626], [-2.671, 1.397, 0.110], [-2.333, 4.470, -1.486], [-4.014, 3.316, -0.747], [-2.862, 3.817, 0.498], [-0.802, 4.543, -1.348], [-2.594, 4.199, -2.519], [-2.778, 5.458, -1.307], [-0.109, 3.170, -1.430], [-0.397, 5.207, -2.121], [-0.564, 4.989, -0.370], [-0.210, 2.757, -2.444], [0.967, 3.303, -1.240], [0.134, -1.850, -1.625], [-1.656, -0.693, -1.269], [-0.600, -2.828, -2.582], [1.172, -1.704, -1.988], [0.174, -2.310, -0.620], [-0.788, -2.262, -3.998], [-0.024, -3.759, -2.646], [-1.590, -3.084, -2.162], [-1.385, -0.835, -3.956], [0.190, -2.222, -4.512], [-1.459, -2.914, -4.580], [-0.638, 0.124, -2.990], [-1.363, -0.394, -4.965], [-2.445, -0.897, -3.646], [0.399, 0.272, -3.358], [-1.152, 1.102, -2.995], [-0.039, -2.578, 1.978], [-1.335, -2.203, 1.742], [0.737, -2.421, 1.210], [-2.411, -2.519, 2.737], [-1.615, -1.704, 0.800], [-1.836, -2.907, 4.133], [-3.154, -1.730, 2.889], [-2.922, -3.399, 2.333], [-0.697, -3.919, 4.034], [-1.440, -2.009, 4.646], [-2.641, -3.316, 4.758], [0.447, -3.357, 3.176], [-0.319, -4.160, 5.037], [-1.057, -4.856, 3.585], [1.130, -2.790, 3.827], [1.070, -4.174, 2.786], [-0.079, -0.027, 8.091], [0.138, -0.082, 6.341], [0.286, -0.122, 5.151]], "mulliken_charge": [1.022, 1.439, -0.607, -1.694, 0.246, 0.089, 0.030, 0.071, -0.707, 0.697, -1.044, 0.207, 0.238, -0.824, 0.420, 0.365, -1.113, 0.308, 0.420, 0.767, 0.434, 0.383, 0.251, -0.824, -0.455, -0.360, 0.484, -0.919, 0.062, 0.039, -0.694, 0.400, 0.330, -0.949, 0.294, 0.377, -0.443, 0.406, 0.376, 0.116, 0.250, -0.002, 0.754, -0.861, 0.260, -0.688, -0.751, 0.426, 0.325, -1.004, 0.302, 0.403, -0.215, 0.412, 0.356, 0.173, 0.061, -0.606, 0.044, 0.286, -0.933, 0.928, -0.421, 0.328, 0.334, -0.861, 0.038, 0.373, -0.722, 0.361, 0.321, 0.229, 0.287, -0.292, 0.212, -0.748]}